Computed, not measured: a 9-piece molecular cluster, C34H68O20S7 overall, with ωB97M-V/def2-TZVPD.

Calculated values
SMILES ... O=S1(=O)CCCC1.O=S1(=O)CCCC1.O=S1(=O)CCCC1.O=S1(=O)CCCC1.O=S1(=O)CCCC1.O=S1(=O)CCCC1.O=S1(=O)CCCC1.COC(=O)OC.COC(=O)OC
Charge ... 0
Gap between HOMO and LUMO ... 9.622 eV
Highest occupied orbital energy ... -9.78 eV
Energy ... -5628.3158 Ha
LUMO energy ... -0.0058 hartree

Structure (XYZ):
```
129
Properties=species:S:1:pos:R:3:forces:R:3:lowdin_charge:R:1
O 16.604 9.577 15.750 0.5 0.9 -0.8 -0.309
S 17.484 10.418 14.944 0.8 -0.1 -0.4 0.689
O 16.989 11.226 13.841 -0.3 -0.3 0.6 -0.340
C 18.568 11.383 16.006 0.3 0.1 1.2 -0.220
C 19.801 10.467 16.358 -1.3 0.3 0.6 -0.184
C 19.546 9.098 15.683 -0.4 0.7 0.7 -0.223
C 18.855 9.393 14.375 -0.5 0.0 -0.7 -0.228
H 18.002 11.587 16.926 0.0 0.0 -0.4 0.074
H 18.882 12.335 15.561 -0.4 -0.4 -0.3 0.104
H 20.734 10.948 16.104 0.2 0.0 -0.6 0.104
H 19.827 10.387 17.457 0.0 -0.3 -0.4 0.112
H 18.805 8.599 16.310 0.4 -0.5 0.0 0.110
H 20.468 8.561 15.622 0.3 -0.6 -0.2 0.110
H 18.400 8.570 13.790 0.5 0.2 0.5 0.121
H 19.474 10.020 13.720 -0.2 -0.1 0.0 0.115
O 14.747 15.809 8.256 0.1 -0.4 0.6 -0.331
S 14.861 14.410 8.617 0.1 -0.4 -1.9 0.684
O 14.975 13.453 7.515 -0.1 0.6 1.1 -0.322
C 16.165 14.038 9.792 0.0 0.4 -0.6 -0.211
C 15.635 12.827 10.523 2.0 -0.5 0.9 -0.229
C 14.181 12.605 10.313 -1.5 -0.1 0.7 -0.233
C 13.564 13.849 9.702 -0.1 -0.3 0.1 -0.226
H 16.312 14.911 10.412 -0.1 0.2 0.3 0.090
H 17.087 13.836 9.246 -0.2 0.1 -0.1 0.113
H 16.148 11.950 10.172 0.4 -0.4 -0.2 0.113
H 15.930 12.896 11.575 -0.3 0.1 0.0 0.114
H 13.705 12.416 11.280 -0.1 -0.1 -0.2 0.102
H 13.999 11.733 9.684 0.0 0.2 -0.1 0.123
H 13.424 14.639 10.454 -0.2 -0.1 -0.3 0.086
H 12.664 13.542 9.158 0.1 0.8 -0.1 0.118
O 12.725 8.565 20.040 -0.4 -0.4 -0.9 -0.344
S 12.633 7.885 18.757 0.8 0.1 -1.3 0.709
O 12.619 6.436 18.675 -0.3 0.3 0.5 -0.351
C 11.249 8.478 17.659 0.1 0.2 -0.5 -0.177
C 11.913 9.076 16.373 0.0 0.0 -0.2 -0.202
C 13.299 8.409 16.263 0.9 0.7 -0.2 -0.233
C 14.004 8.420 17.599 -1.3 -1.7 1.7 -0.204
H 10.639 9.183 18.211 0.1 0.2 0.1 0.070
H 10.610 7.621 17.401 0.5 0.1 0.3 0.103
H 11.378 8.879 15.441 -0.4 -0.6 0.3 0.112
H 11.918 10.180 16.345 0.4 -0.5 0.7 0.074
H 14.014 8.879 15.593 -0.3 0.4 -0.5 0.083
H 13.240 7.383 15.873 -0.3 0.2 0.4 0.127
H 14.371 9.306 18.089 0.2 0.7 -0.7 0.078
H 14.731 7.603 17.682 -0.1 0.3 0.1 0.107
O 7.486 15.038 11.115 0.3 0.6 0.4 -0.331
S 8.321 15.008 12.298 0.3 0.4 1.0 0.716
O 7.834 15.511 13.590 0.3 -0.5 -1.3 -0.350
C 8.873 13.311 12.482 1.6 -0.6 -0.3 -0.198
C 10.441 13.292 12.204 -1.2 0.7 -0.5 -0.180
C 10.956 14.713 12.508 -0.2 -0.4 0.5 -0.238
C 9.999 15.790 12.005 -0.8 0.0 0.9 -0.188
H 8.434 12.707 11.701 -0.6 0.1 -0.1 0.095
H 8.563 12.923 13.457 0.2 0.3 -0.3 0.060
H 10.963 12.547 12.782 0.0 -0.1 0.5 0.085
H 10.615 12.995 11.149 -0.2 0.4 0.4 0.112
H 11.983 14.831 12.195 0.3 0.3 -0.3 0.083
H 10.948 14.813 13.602 0.1 -0.1 -0.1 0.097
H 9.971 16.038 10.962 0.4 -0.1 -0.7 0.082
H 10.120 16.736 12.595 -0.5 -0.9 -0.5 0.117
O 15.485 12.009 17.407 -0.1 -0.2 0.1 -0.339
S 14.148 12.319 16.946 -1.8 -0.8 0.8 0.763
O 12.974 11.732 17.677 2.3 0.9 -1.4 -0.354
C 13.907 14.088 16.807 -0.5 0.0 -1.0 -0.170
C 13.641 14.298 15.291 1.6 1.3 0.2 -0.195
C 13.149 13.062 14.605 -0.6 -1.1 0.6 -0.214
C 13.954 11.916 15.201 0.6 -0.1 -0.3 -0.193
H 14.770 14.695 17.146 -0.7 -0.6 0.1 0.082
H 12.983 14.275 17.342 0.2 0.1 0.4 0.084
H 12.985 15.127 15.133 -0.8 0.5 0.1 0.108
H 14.569 14.695 14.854 0.0 -0.6 -0.1 0.096
H 13.306 13.074 13.525 -0.2 0.2 0.1 0.107
H 12.098 12.928 14.865 0.1 0.0 -0.4 0.071
H 14.924 11.956 14.699 0.2 -0.2 0.5 0.081
H 13.577 10.888 15.132 -0.1 0.4 0.0 0.090
O 7.986 11.942 15.599 1.1 0.7 0.4 -0.333
S 9.055 12.804 16.104 -1.4 0.0 1.4 0.737
O 10.188 13.103 15.262 0.1 0.0 -0.2 -0.352
C 8.379 14.422 16.724 0.2 -1.5 1.3 -0.175
C 9.102 14.585 18.069 0.4 -1.2 -0.1 -0.204
C 9.054 13.179 18.751 0.3 1.1 0.5 -0.208
C 9.678 12.219 17.771 -0.1 -0.6 -1.1 -0.198
H 7.309 14.313 16.933 0.2 -0.2 -0.3 0.116
H 8.536 15.163 15.988 0.3 0.7 -0.9 0.065
H 10.158 14.820 17.977 0.3 0.2 -0.5 0.098
H 8.695 15.368 18.674 -0.6 0.3 0.4 0.108
H 8.017 12.953 19.017 0.1 -0.3 -0.1 0.122
H 9.670 13.192 19.661 -0.4 0.1 -0.1 0.102
H 9.392 11.156 17.907 0.0 0.7 -0.2 0.103
H 10.786 12.286 17.741 -0.7 0.1 -0.1 0.078
O 16.551 15.879 19.893 -0.3 0.3 0.1 -0.301
S 17.150 15.497 18.646 0.5 1.1 -0.5 0.690
O 16.517 15.832 17.370 0.2 -0.3 0.9 -0.344
C 18.868 16.129 18.537 -0.8 1.1 -0.5 -0.219
C 19.747 15.000 18.991 -0.2 0.5 1.5 -0.241
C 19.083 13.783 18.407 1.7 -1.0 -1.1 -0.242
C 17.571 13.799 18.721 1.8 -0.7 0.2 -0.212
H 18.897 17.063 19.105 0.1 -0.2 0.0 0.109
H 18.942 16.380 17.464 0.3 -0.2 0.4 0.106
H 20.816 15.122 18.793 -0.3 -0.1 -0.4 0.124
H 19.688 14.926 20.095 0.0 0.1 -0.3 0.130
H 19.630 12.910 18.795 -0.7 -0.1 0.0 0.119
H 19.372 13.788 17.316 -1.0 0.0 0.8 0.122
H 17.406 13.380 19.731 -0.2 0.4 -0.6 0.136
H 17.040 13.282 17.957 -0.7 -0.5 -0.2 0.041
C 13.668 17.961 10.713 -0.6 -0.3 -1.0 -0.022
O 14.071 18.257 12.027 -0.1 1.0 0.2 0.031
C 14.699 17.340 12.687 1.4 -0.6 1.3 -0.630
O 14.792 16.168 12.413 -0.2 -0.4 -0.4 0.099
O 15.318 17.911 13.739 -0.3 -0.7 -0.1 -0.003
C 16.382 17.100 14.323 -0.8 1.3 0.6 -0.014
H 12.609 17.672 10.735 0.3 -0.1 -0.2 0.098
H 14.283 17.195 10.211 -0.3 0.3 0.4 0.077
H 13.770 18.904 10.189 -0.1 0.0 -0.2 0.101
H 17.138 17.066 13.572 0.8 -0.5 -0.4 0.086
H 16.063 16.114 14.671 0.0 0.4 -0.2 0.068
H 16.716 17.742 15.154 -0.1 -0.6 -0.2 0.101
C 12.042 16.854 19.520 0.8 -0.9 0.8 0.011
O 12.817 15.601 19.422 -0.5 0.9 -0.3 -0.022
C 12.361 14.566 20.122 -0.4 0.0 -0.2 -0.654
O 11.384 14.559 20.820 -0.6 0.3 0.5 0.110
O 13.104 13.512 19.872 1.0 0.0 0.4 -0.019
C 12.729 12.286 20.553 0.0 0.0 -1.9 0.002
H 12.238 17.395 18.605 0.0 0.0 -0.1 0.090
H 12.461 17.390 20.380 -0.3 0.1 -0.3 0.101
H 10.983 16.651 19.690 0.2 0.0 -0.1 0.082
H 13.604 11.660 20.479 0.2 -0.2 0.0 0.091
H 11.967 11.864 19.879 0.0 -0.2 1.0 0.085
H 12.459 12.438 21.574 -0.5 0.3 0.5 0.094
```
Positions in Å, forces in eV/Å.